# 1
Density functional theory data (ωB97M-V/def2-TZVPD) for an isolated molecule of ClH4N2P at a distorted geometry.

XYZ file:
```
8
Properties=species:S:1:pos:R:3:nbo_charge:R:1
N 0.6318 0.9883 -0.7241 -1.144
P -0.8016 0.5745 0.2761 1.151
N 0.0732 -0.7746 1.0154 -1.162
Cl -2.0405 -0.7200 -0.9558 -0.407
H 1.0770 0.0461 -1.0586 0.390
H 0.4438 1.6181 -1.4383 0.384
H 1.0299 -0.5798 1.0496 0.389
H -0.4136 -1.1526 1.8357 0.399
```

Output
largest force on an atom: 4.89 eV/Å
total charge: 0
SMILES: NP(N)Cl
HOMO: -9.428 eV
orbital gap: 10.50 eV



# 2
Density functional theory data (ωB97M-V/def2-TZVPD) for a structure of composition C31H47CsF15N5O8PS at a distorted geometry.

XYZ file:
```
109
Properties=species:S:1:pos:R:3:mulliken_charge:R:1
C -0.9593 0.8568 1.0080 -0.795
C -1.3687 1.8451 1.4959 0.346
C -1.4721 3.0730 2.2209 -1.489
C -0.8447 4.3112 1.5601 0.018
N -1.0591 4.2735 0.1082 0.047
C -0.3545 5.3104 -0.6491 0.247
C -0.7609 5.1940 -2.1155 -2.093
C -0.1124 3.9901 -2.8100 1.776
C -0.9939 2.8447 -3.3342 -1.435
N -1.1710 1.7265 -2.3628 0.060
C -0.8475 0.3678 -2.8190 -1.277
C 0.3824 -0.2140 -2.1374 -0.152
C 1.3050 0.5387 -1.5416 1.099
C 2.4268 0.0725 -0.9003 -1.553
C 2.6330 -1.3300 -0.8391 2.263
C 1.6447 -2.1123 -1.4594 -0.535
C 0.5555 -1.5441 -2.0794 -0.128
O -0.3857 -2.3864 -2.6511 -0.649
C 1.1128 5.0216 -0.4046 -0.742
S 2.2536 6.0546 -1.3726 1.552
O 1.6620 6.7091 -2.4927 -0.668
O 2.8387 6.9186 -0.3993 -0.772
C 3.6427 4.9311 -1.9181 0.603
F 3.4812 3.7665 -1.2981 -0.087
F 4.7317 5.4795 -1.4568 -0.223
C 3.7568 4.6192 -3.4240 0.628
F 4.6365 3.6035 -3.5140 -0.338
F 2.6032 4.1489 -3.9002 -0.239
C 4.2896 5.7907 -4.3145 0.623
F 5.5299 5.4925 -4.7075 -0.283
F 4.3312 6.9408 -3.6445 -0.261
C 3.4740 6.0053 -5.6122 0.533
F 3.5683 4.9380 -6.3941 -0.264
F 2.2106 6.3045 -5.3726 -0.170
F 4.0240 7.0325 -6.2530 -0.264
N 1.4282 5.3039 1.0122 0.229
C 0.6319 4.4120 1.9426 0.004
C 1.3453 3.0566 2.0673 -0.133
O 1.2605 2.5421 3.1782 -0.760
O 1.9046 2.6888 1.0139 -0.412
H -0.5900 -0.0364 0.6074 0.543
H -1.0638 2.9229 3.2067 0.434
H -2.5294 3.2844 2.3291 0.548
H -1.4008 5.1350 1.9987 0.357
H -2.0438 4.4057 -0.0647 0.384
H -0.6361 6.2672 -0.2072 0.419
H -1.8369 5.0798 -2.1234 0.691
H -0.5710 6.1153 -2.6304 0.616
H 0.3647 4.3882 -3.6905 0.178
H 0.6417 3.5596 -2.2042 -1.026
H -0.4906 2.5092 -4.2281 0.369
H -1.9572 3.2551 -3.6036 0.385
H -2.1359 1.7728 -2.0886 0.291
H -0.7731 0.2982 -3.8975 0.340
H -1.6590 -0.2895 -2.5526 0.473
H 1.1664 1.5876 -1.5270 0.003
H 3.0882 0.7550 -0.4092 0.850
H 3.4828 -1.7568 -0.3019 -1.640
H 1.7033 -3.1827 -1.4110 0.321
H -1.0959 -2.5099 -2.0161 0.365
H 1.2620 3.9648 -0.5222 -0.038
H 1.1818 6.2679 1.2140 0.544
H 2.4317 5.1448 1.1903 0.092
H 0.6733 4.8971 2.9000 0.382
Cs 4.5567 -1.6493 -1.8553 0.951
C -3.4669 -5.5869 2.0804 -0.649
O -2.9043 -4.7970 3.0955 -0.342
C -2.2622 -5.5410 4.1274 -0.822
C -0.7612 -5.3926 4.0981 -0.174
N -0.1634 -6.0585 2.9458 -0.314
C 1.2509 -5.7451 2.7448 -0.838
C 1.6545 -4.2984 2.4970 -0.524
O 1.2510 -3.7609 1.2476 -0.275
C -0.0807 -3.2870 1.1937 0.182
H -4.1010 -4.9394 1.4719 0.302
H -2.7031 -6.0298 1.4302 0.288
H -4.0784 -6.3857 2.5057 0.313
H -2.5535 -6.5961 4.0824 0.325
H -2.6216 -5.1367 5.0766 0.403
H -0.3529 -5.8317 5.0119 0.397
H -0.5381 -4.3185 4.1130 0.161
H -0.6772 -5.8002 2.1146 0.093
H 1.5911 -6.3341 1.8893 0.396
H 1.8027 -6.1060 3.6172 0.425
H 2.7461 -4.2722 2.4785 0.383
H 1.3482 -3.6326 3.3102 0.360
H -0.4061 -2.8736 2.1497 0.315
H -0.7743 -4.0738 0.8728 0.088
H -0.1145 -2.4927 0.4486 -0.517
F 6.8007 4.5818 0.6340 -0.338
P 5.7992 4.7992 1.9498 0.992
F 4.5650 4.5370 0.8182 -0.369
F 6.5966 6.2485 1.9939 -0.333
F 5.8225 3.1367 2.0117 -0.347
F 4.5459 5.6448 2.6605 -0.379
F 6.3683 4.6102 3.4900 -0.330
C -5.7703 -10.0899 0.3493 -0.985
C -5.7299 -8.6819 0.8254 0.440
O -4.7958 -7.9648 0.8798 -0.355
N -7.0274 -8.0704 1.4181 -0.128
C -8.3181 -8.3159 0.6851 -0.897
H -5.0906 -10.1798 -0.4933 0.342
H -5.4333 -10.7406 1.1587 0.322
H -6.7647 -10.4015 0.0354 0.367
H -7.1005 -8.4156 2.3808 0.380
H -6.8000 -7.0750 1.4983 0.391
H -8.1429 -8.1990 -0.3796 0.377
H -8.6702 -9.3148 0.9154 0.376
H -9.0433 -7.5823 1.0229 0.358
```

Output
largest force on an atom: 11.93 eV/Å
total charge: +1
HOMO: -9.396 eV
orbital gap: 5.13 eV



Across the entries above, E_LUMO takes the values 1.0760, -4.2677 eV, respectively.